# 1
{"formula": "C3H9O5", "method": "ωB97M-V/def2-TZVPD", "e_homo_ev": -4.84, "charge": -1, "orbital_gap_ha": 0.3134, "spin_multiplicity": 1, "de_lowest_kcal_mol": 15.4, "elements": ["O", "C", "O", "C", "C", "O", "H", "H", "H", "H", "H", "H", "H", "O", "H", "H", "O"], "positions_angstrom": [[-0.11, -1.08, 0.18], [0.98, -0.48, 0.39], [1.76, -0.58, 1.34], [1.29, 0.63, -0.67], [0.54, 1.89, -0.28], [0.17, 2.73, -1.42], [1.02, 0.18, -1.63], [2.35, 0.88, -0.76], [-0.36, 1.70, 0.31], [1.21, 2.54, 0.27], [-0.70, 2.41, -1.71], [-1.05, -2.90, 0.86], [-1.24, -2.10, 2.09], [-1.35, -3.00, 1.78], [-1.30, 0.32, -1.15], [-2.29, -0.65, -0.68], [-2.25, 0.17, -1.19]]}

***

# 2
{"formula": "C4H7NO3", "method": "ωB97M-V/def2-TZVPD", "e_homo_ev": -9.76, "orbital_gap_ha": 0.3852, "spin_multiplicity": 1, "de_lowest_kcal_mol": 196.8, "elements": ["C", "C", "C", "C", "H", "H", "H", "H", "H", "H", "H", "N", "O", "O", "O"], "positions_angstrom": [[-1.75, 0.36, 0.08], [-0.42, 0.04, -0.57], [0.69, 0.86, 0.25], [2.16, -0.51, -0.19], [-2.01, -1.43, -0.45], [-1.63, 0.33, 1.23], [-2.06, 1.34, -0.24], [-0.15, 0.18, -1.76], [0.63, 2.22, 0.63], [0.70, 0.27, 1.36], [3.22, -1.09, -0.01], [1.39, -1.56, 0.14], [-2.72, -0.52, -0.16], [1.97, 0.73, -0.34], [-0.03, -1.22, 0.03]]}

***

# 3
{"formula": "C32H49ClMnNO2PS2", "method": "ωB97M-V/def2-TZVPD", "e_homo_ev": [-7.27, -6.24], "orbital_gap_ha": [0.2179, 0.1789], "spin_multiplicity": 4, "elements": ["Mn", "Cl", "P", "C", "H", "H", "C", "C", "C", "H", "C", "H", "H", "C", "H", "H", "C", "H", "H", "C", "H", "H", "H", "H", "C", "C", "H", "C", "H", "H", "C", "H", "H", "C", "H", "H", "C", "H", "H", "H", "H", "C", "H", "C", "H", "H", "C", "H", "H", "C", "H", "H", "C", "H", "H", "H", "H", "C", "C", "H", "C", "H", "C", "H", "H", "C", "H", "H", "C", "H", "H", "H", "H", "O", "S", "O", "N", "C", "S", "C", "C", "C", "C", "C", "C", "H", "H", "H", "H"], "positions_angstrom": [[0.34, -0.48, -0.10], [0.47, -2.16, -1.63], [-2.17, -0.53, 0.05], [1.41, -0.80, 1.23], [1.39, -0.15, 2.11], [1.96, -1.74, 1.25], [-3.23, 0.98, -0.34], [-2.66, -1.09, 1.78], [-3.20, 2.04, 0.76], [-2.69, 1.38, -1.22], [-3.83, 3.36, 0.28], [-3.77, 1.69, 1.64], [-2.17, 2.23, 1.09], [-5.23, 3.18, -0.33], [-3.88, 4.07, 1.11], [-3.16, 3.80, -0.48], [-5.32, 2.00, -1.31], [-5.96, 3.03, 0.47], [-5.52, 4.10, -0.85], [-4.68, 0.72, -0.77], [-6.37, 1.80, -1.57], [-4.81, 2.28, -2.25], [-5.26, 0.35, 0.09], [-4.74, -0.06, -1.54], [-2.71, -1.87, -1.17], [-4.16, -1.02, 2.11], [-2.36, -2.15, 1.76], [-4.42, -1.71, 3.46], [-4.47, 0.03, 2.18], [-4.77, -1.48, 1.33], [-3.57, -1.14, 4.60], [-5.49, -1.62, 3.70], [-4.21, -2.78, 3.34], [-2.08, -1.00, 4.24], [-3.96, -0.16, 4.88], [-3.67, -1.78, 5.48], [-1.85, -0.36, 2.86], [-1.57, -0.41, 5.00], [-1.62, -2.00, 4.24], [-2.15, 0.70, 2.90], [-0.77, -0.36, 2.63], [-2.67, -1.36, -2.62], [-1.88, -2.58, -1.06], [-2.76, -2.53, -3.60], [-3.49, -0.66, -2.80], [-1.73, -0.81, -2.81], [-3.99, -3.41, -3.33], [-2.79, -2.15, -4.62], [-1.85, -3.14, -3.50], [-4.15, -3.81, -1.86], [-4.89, -2.88, -3.66], [-3.92, -4.32, -3.94], [-4.00, -2.64, -0.88], [-5.12, -4.29, -1.70], [-3.38, -4.56, -1.61], [-4.87, -1.97, -0.98], [-4.00, -3.02, 0.15], [1.31, 1.04, -1.01], [2.17, 0.21, -0.18], [0.48, 0.42, -1.48], [3.22, -0.68, -0.90], [2.78, 0.88, 0.46], [3.68, -0.14, -2.26], [4.09, -0.78, -0.23], [2.81, -1.68, -1.02], [2.56, 0.55, -3.04], [4.50, 0.58, -2.09], [4.10, -0.96, -2.85], [1.99, 1.69, -2.22], [2.94, 0.93, -3.99], [1.77, -0.18, -3.24], [2.75, 2.39, -1.86], [1.24, 2.27, -2.77], [3.02, 1.13, 3.88], [2.34, 2.36, 3.61], [1.95, 3.21, 4.71], [1.04, 2.11, 2.53], [1.28, 2.62, 1.35], [0.22, 2.21, -0.02], [2.50, 3.40, 1.22], [3.07, 3.99, 0.09], [4.41, 4.39, 0.13], [5.16, 4.23, 1.30], [4.58, 3.67, 2.45], [3.25, 3.27, 2.39], [2.45, 4.15, -0.79], [4.87, 4.83, -0.75], [6.21, 4.52, 1.32], [5.14, 3.52, 3.37]]}